Formula: C23H56B2N3O12P2
Source: OMol25
Level of theory: the ωB97M-V functional and the def2-TZVPD basis

Results
gap between HOMO and LUMO: 0.1503 Eh
ΔE to the lowest compared entry with this formula, charge and spin: 0.00 kcal per mole
DFT total energy: -73727.9184 eV
charge: -1

Each line ends with the Mulliken charge.
Cartesian coordinates (Å):
C (-2.30, -2.07, -5.10)  -1.070
C (-1.01, -2.35, -4.10)  -0.213
N (-1.55, -3.25, -2.99)  -0.242
C (-0.89, -2.95, -1.68)  0.241
O (0.58, -2.78, -1.65)  -0.600
B (1.33, -3.85, -0.92)  1.046
C (2.48, -4.59, -1.83)  -0.514
C (3.82, -5.02, -1.04)  -0.004
N (4.91, -4.20, -1.14)  -0.746
C (1.59, -3.60, 0.69)  0.184
C (2.78, -2.56, 1.04)  -0.088
C (2.48, -1.57, 2.29)  -0.133
C (3.06, -0.06, 1.98)  -0.816
C (2.14, 0.54, 0.75)  0.011
N (2.87, 0.55, -0.58)  -0.504
O (0.26, -4.92, -0.87)  -0.789
C (-1.06, -4.32, -0.81)  0.547
B (-2.26, -5.38, -1.18)  1.019
O (-2.05, -6.48, -2.11)  -0.623
O (-3.57, -5.17, -0.51)  -0.698
H (-2.79, -3.11, -5.30)  0.266
H (-3.05, -1.36, -4.57)  0.287
H (-1.96, -1.65, -6.13)  0.335
H (-0.22, -2.91, -4.74)  0.232
H (-0.67, -1.32, -3.70)  0.183
H (-2.56, -2.97, -2.92)  0.295
H (-1.24, -2.00, -1.09)  -0.056
H (2.06, -5.56, -2.35)  0.093
H (2.82, -3.89, -2.71)  0.220
H (3.98, -5.98, -0.42)  0.297
H (4.69, -3.38, -1.73)  0.286
H (0.60, -3.12, 1.11)  -0.886
H (1.70, -4.65, 1.20)  0.173
H (3.72, -3.20, 1.34)  0.272
H (3.10, -1.99, 0.07)  -0.144
H (1.36, -1.51, 2.57)  -0.073
H (3.05, -1.99, 3.22)  0.356
H (4.19, -0.06, 1.73)  0.345
H (2.94, 0.57, 2.96)  0.274
H (1.19, -0.13, 0.58)  -0.026
H (1.82, 1.65, 0.95)  0.191
H (2.90, 1.50, -0.98)  0.188
H (3.81, 0.16, -0.39)  0.193
H (-1.33, -3.97, 0.27)  -0.943
H (-1.06, -6.65, -2.23)  0.327
H (-3.31, -4.83, 0.40)  0.316
O (-1.80, -1.13, 2.75)  -0.731
P (-2.88, -0.39, 3.57)  1.279
O (-1.99, -0.34, 4.96)  -0.316
C (-0.99, 0.67, 5.06)  -0.220
C (-1.61, 2.05, 5.25)  -1.047
O (-3.77, -1.78, 3.85)  -0.405
C (-3.71, -2.87, 2.94)  -0.342
C (-2.69, -3.90, 3.42)  -1.059
O (-4.11, 0.48, 4.41)  -0.452
C (-4.99, -0.11, 5.37)  -0.219
C (-4.32, -0.75, 6.57)  -0.886
H (-0.35, 0.65, 4.18)  0.150
H (-0.37, 0.43, 5.93)  0.328
H (-2.16, 2.35, 4.35)  0.296
H (-0.84, 2.80, 5.44)  0.428
H (-2.32, 2.05, 6.08)  0.191
H (-3.50, -2.53, 1.92)  0.315
H (-4.70, -3.34, 2.92)  0.349
H (-1.73, -3.44, 3.69)  0.239
H (-2.51, -4.65, 2.64)  0.330
H (-3.05, -4.41, 4.31)  0.358
H (-5.67, -0.80, 4.87)  0.258
H (-5.61, 0.72, 5.73)  0.365
H (-3.75, -1.64, 6.30)  0.195
H (-5.08, -1.06, 7.30)  0.395
H (-3.64, -0.06, 7.06)  0.199
O (1.00, 5.00, -5.12)  -0.721
P (1.36, 4.69, -3.65)  1.004
O (0.35, 5.85, -3.02)  -0.271
C (-1.03, 5.53, -2.92)  -0.388
C (-1.28, 4.52, -1.81)  -0.965
O (2.78, 5.55, -3.71)  -0.407
C (3.47, 5.73, -4.94)  -0.404
C (3.10, 7.06, -5.58)  -1.086
O (1.76, 4.30, -2.02)  -0.209
C (2.63, 5.08, -1.21)  -0.134
C (2.21, 6.52, -0.99)  -0.992
H (-1.40, 5.16, -3.88)  0.298
H (-1.56, 6.46, -2.69)  0.306
H (-0.84, 3.55, -2.06)  0.291
H (-2.36, 4.38, -1.66)  0.415
H (-0.84, 4.85, -0.87)  0.177
H (3.30, 4.89, -5.62)  0.353
H (4.55, 5.74, -4.72)  0.333
H (2.01, 7.22, -5.60)  0.287
H (3.48, 7.13, -6.60)  0.359
H (3.51, 7.89, -5.00)  0.295
H (3.65, 5.02, -1.59)  0.299
H (2.65, 4.59, -0.23)  0.329
H (2.25, 7.11, -1.91)  0.203
H (2.87, 7.01, -0.26)  0.408
H (1.18, 6.58, -0.61)  0.212